# C5H9AlO3

A structure of composition C5H9AlO3 (ωB97M-V with the def2-TZVPD basis set, the OMol25 dataset).

The geometry in XYZ format:
```
18
Properties=species:S:1:pos:R:3:forces:R:3
H 4.4110 0.3716 -0.1377 -0.003 -0.119 0.075
O 1.6179 0.4665 -1.4274 2.575 0.622 -1.535
C 2.4333 -0.0513 -0.6668 3.804 -1.642 1.919
H 2.0779 -0.4928 0.2820 0.005 0.140 -0.209
H 4.1696 -1.1878 -0.9097 0.014 0.026 0.153
C 3.8714 -0.1281 -0.9582 -0.938 0.306 -0.417
H 4.1224 0.3107 -1.9280 -0.006 -0.072 0.204
C -1.7831 0.7024 -1.3946 -7.719 0.995 0.805
O -1.1088 -0.0763 -0.3979 -1.359 -1.643 2.181
Al 0.0407 0.6557 -1.3661 -2.784 1.349 -1.404
O -2.9846 0.7334 -1.1481 4.568 1.335 -3.154
C -2.2744 -0.5812 0.6042 0.704 -3.191 3.347
C -2.3657 0.2812 1.8438 0.514 0.930 -0.678
H -1.7983 -1.5435 0.8314 0.310 0.376 0.232
H -3.2536 -0.9492 0.2753 0.481 1.068 -1.314
H -1.3684 0.5148 2.2400 -0.273 -0.145 0.042
H -2.9271 -0.2550 2.6211 0.092 -0.057 -0.373
H -2.8803 1.2287 1.6367 0.016 -0.279 0.126
```
Positions in Å, forces in eV/Å.

As for the HOMO-LUMO gap: 8.8 eV. The calculation puts the LUMO energy at -10.37 eV. Its energy above the lowest of the compared OMol25 structures with the same formula, charge and spin is 0.000 eV. Its highest occupied orbital energy is -0.70287 Eh. For the max |F|, the calculation gives 7.8 eV/Å. The total charge is +2.

Want to see where the charge sits? The Löwdin charges in e are: number 1, H, carries 0.15; number 2, O, carries 0.14; number 3, C, carries -0.04; number 4, H, carries 0.18; number 5, H, carries 0.15; number 6, C, carries 0.06; number 7, H, carries 0.13; number 8, C, carries -0.19; number 9, O, carries -0.04; number 10, Al, carries 0.80; number 11, O, carries 0.16; number 12, C, carries -0.07; number 13, C, carries -0.03; number 14, H, carries 0.13; number 15, H, carries 0.15; number 16, H, carries 0.09; number 17, H, carries 0.12; number 18, H, carries 0.10

***

# C5H8CrO3

A structure of composition C5H8CrO3 (ωB97M-V with the def2-TZVPD basis set, the OMol25 dataset).

The geometry in XYZ format:
```
17
Properties=species:S:1:pos:R:3:forces:R:3
Cr -0.0752 -2.3427 1.3631 -1.509 -1.514 -0.213
O 0.7870 -0.6658 1.1661 -0.219 1.877 0.144
O -0.0266 0.2759 -0.7109 -0.428 1.190 1.918
C -0.2704 -0.9515 -1.4390 0.264 -0.971 -0.790
C -1.5628 -1.6334 -1.0159 -0.584 0.718 -0.737
O -1.5521 -2.0675 0.2998 1.114 -0.317 0.819
C 0.2983 0.3031 0.5521 1.475 -1.863 -2.388
H -0.3305 -0.6284 -2.4837 0.018 -0.036 0.295
H 0.6112 -1.5986 -1.3240 -0.135 0.131 0.030
H -1.7423 -2.4359 -1.7569 0.154 0.105 0.416
H -2.3827 -0.9014 -1.1507 0.223 -0.297 0.056
C 0.3441 1.7008 1.1192 0.355 2.047 0.393
C 1.7253 2.2455 0.9475 -1.272 -1.447 -0.257
H -0.3904 2.3110 0.5784 0.222 -0.120 -0.035
H 0.0672 1.6410 2.1790 0.254 -0.114 0.047
H 2.5219 1.9296 1.6200 0.052 0.278 0.166
H 1.9778 2.8183 0.0559 0.016 0.332 0.138
```
Positions in Å, forces in eV/Å.

As for the HOMO-LUMO gap (alpha / beta): 4.7 / 5.5 eV. As for the expectation value of S²: 6.03. The calculation puts the LUMO energy (alpha / beta) at -12.33 / -12.30 eV. Its energy above the lowest of the compared OMol25 structures with the same formula, charge and spin is 0.000 eV. Its highest occupied orbital energy (alpha / beta) is -0.62437 / -0.65346 Eh. For the max |F|, the calculation gives 3.4 eV/Å. The total charge is +2. As for the spin multiplicity: 5.

Want to see where the charge sits? The Löwdin charges in e are: number 1, Cr, carries 1.21; number 2, O, carries -0.02; number 3, O, carries 0.09; number 4, C, carries -0.07; number 5, C, carries -0.26; number 6, O, carries -0.30; number 7, C, carries -0.40; number 8, H, carries 0.16; number 9, H, carries 0.14; number 10, H, carries 0.15; number 11, H, carries 0.15; number 12, C, carries -0.01; number 13, C, carries 0.50; number 14, H, carries 0.17; number 15, H, carries 0.18; number 16, H, carries 0.15; number 17, H, carries 0.15

***

# C4H8N2O

A cluster of 2 separate species, C4H8N2O in total (ωB97M-V with the def2-TZVPD basis set, the OMol25 dataset).

The geometry in XYZ format:
```
15
Properties=species:S:1:pos:R:3:forces:R:3
C 0.7002 3.0799 -2.2260 -1.876 -0.252 -0.311
N 0.6839 1.8402 -1.8702 0.120 0.919 0.960
O 1.7021 1.1030 -1.6930 -0.824 -0.136 -0.191
H -0.2248 3.6411 -2.3455 0.034 -0.508 0.265
H 1.5664 3.5200 -2.5633 2.011 0.680 -0.443
H -0.2597 1.5500 -1.5507 0.491 -0.859 -0.232
C -0.7354 -1.9665 2.3428 -0.981 3.487 -0.912
C 0.0843 -1.6367 1.0242 -0.205 -1.252 0.946
C -0.7483 -1.1917 -0.1062 0.017 0.336 -0.615
N -1.2793 -0.6994 -1.0080 0.255 -0.499 0.863
H -0.2919 -1.6627 3.2870 0.866 -0.159 -0.237
H -0.9766 -2.9742 2.3885 -0.752 -1.760 0.047
H -1.6633 -1.2833 2.3626 1.020 -1.409 -0.305
H 0.7227 -2.5290 0.7411 -0.735 1.177 0.128
H 0.7197 -0.7906 1.2167 0.558 0.235 0.038
```
Positions in Å, forces in eV/Å.

As for the HOMO-LUMO gap (alpha / beta): 9.7 / 9.7 eV. The SMILES is C=[NH+][O-].CCC#N. The calculation puts the LUMO energy (alpha / beta) at 0.83 / 0.83 eV. Its energy above the lowest of the compared OMol25 structures with the same formula, charge and spin is 4.191 eV. Its highest occupied orbital energy (alpha / beta) is -0.32554 / -0.32552 Eh. For the max |F|, the calculation gives 3.7 eV/Å. The total charge is 0.

Want to see where the charge sits? The Löwdin charges in e are: number 1, C, carries 0.04; number 2, N, carries -0.23; number 3, O, carries -0.12; number 4, H, carries 0.08; number 5, H, carries 0.05; number 6, H, carries 0.13; number 7, C, carries -0.09; number 8, C, carries -0.20; number 9, C, carries -0.23; number 10, N, carries 0.13; number 11, H, carries 0.06; number 12, H, carries 0.03; number 13, H, carries 0.10; number 14, H, carries 0.13; number 15, H, carries 0.10

***

# C19H19BiN5O3

A structure of composition C19H19BiN5O3 (ωB97M-V with the def2-TZVPD basis set, the OMol25 dataset).

The geometry in XYZ format:
```
47
Properties=species:S:1:pos:R:3:forces:R:3
Bi -0.6383 0.1719 -0.1564 -0.183 0.041 -0.560
C 3.0713 0.5254 3.3938 -0.064 -0.025 -0.079
C 2.0525 -0.3971 2.7100 0.091 -0.041 0.157
C 1.9667 -1.7317 3.4523 -0.029 0.090 -0.114
C 0.7005 0.2849 2.5664 -0.005 -0.054 0.006
C 0.6158 1.6311 2.1742 -0.012 -0.032 0.094
C -0.6090 2.2870 2.0703 0.015 0.005 0.141
C -1.8127 1.6163 2.3036 -0.016 -0.077 0.064
C -3.1341 2.3310 2.2867 0.003 -0.001 -0.102
C -1.7355 0.2556 2.6290 0.050 0.086 0.138
C -0.5046 -0.3850 2.7890 0.018 0.002 0.149
H 3.9711 -0.0380 3.6347 0.020 0.019 -0.008
H 2.6640 0.9311 4.3212 0.022 -0.012 0.020
H 3.3705 1.3550 2.7541 -0.005 0.033 0.047
H 2.4214 -0.6028 1.6964 0.014 -0.002 0.014
H 1.5223 -1.5969 4.4402 0.003 -0.037 0.013
H 2.9665 -2.1397 3.5878 0.002 -0.009 -0.008
H 1.3860 -2.4726 2.9015 -0.019 -0.026 0.049
H 1.5207 2.1993 2.0010 -0.003 -0.012 -0.013
H -0.6244 3.3465 1.8513 0.010 -0.009 -0.068
H -3.6417 2.2186 1.3253 -0.008 0.012 -0.009
H -3.0024 3.3949 2.4787 -0.011 -0.002 -0.030
H -3.7961 1.9216 3.0481 -0.012 0.021 0.000
H -2.6493 -0.2887 2.8390 0.012 -0.018 -0.015
H -0.5059 -1.4171 3.1114 0.038 -0.011 -0.027
O -1.9657 -1.1434 -1.3613 0.559 0.338 0.320
N -1.4069 -1.7660 -2.3442 -0.284 -0.290 -0.303
N -0.1833 -1.5865 -2.5181 0.113 0.488 0.465
O 0.5411 -0.7725 -1.7315 -0.367 -0.170 -0.012
C 0.5215 -2.2898 -3.5526 0.340 -0.363 -0.529
C 1.8560 -1.9815 -3.7781 -0.182 0.188 0.241
C 2.5521 -2.6833 -4.7471 -0.044 -0.065 -0.053
C 1.9178 -3.6770 -5.4766 0.049 0.014 0.003
C 0.5772 -3.9631 -5.2510 0.110 -0.002 -0.048
C -0.1333 -3.2738 -4.2871 -0.141 0.082 0.144
H 2.3298 -1.2031 -3.2002 0.056 -0.017 -0.019
H 3.5920 -2.4523 -4.9300 0.001 0.009 0.015
H 2.4710 -4.2336 -6.2208 -0.023 0.016 -0.021
H 0.0902 -4.7345 -5.8310 -0.057 0.010 0.037
H -1.1741 -3.4963 -4.1043 0.004 -0.008 0.008
O -1.3475 1.7758 -1.3339 -0.158 -0.466 -0.265
N -1.1979 3.0040 -0.8038 0.261 0.038 0.235
C -2.2362 3.7332 -0.9356 -0.362 0.387 -0.052
C -3.4713 3.2942 -1.5302 0.028 -0.336 -0.147
N -4.4479 2.8858 -1.9741 0.028 0.079 0.052
C -2.2110 5.0576 -0.3822 0.089 0.191 0.067
N -2.2489 6.1056 0.0841 0.050 -0.065 0.003
```
Positions in Å, forces in eV/Å.

As for the HOMO-LUMO gap: 7.9 eV. The calculation puts the LUMO energy at -4.57 eV. Its highest occupied orbital energy is -0.45940 Eh. For the max |F|, the calculation gives 0.7 eV/Å. The total charge is +1.

Want to see where the charge sits? The Löwdin charges in e are: number 1, Bi, carries 2.10; number 2, C, carries -0.06; number 3, C, carries -0.38; number 4, C, carries -0.07; number 5, C, carries -0.28; number 6, C, carries -0.08; number 7, C, carries -0.09; number 8, C, carries -0.32; number 9, C, carries -0.02; number 10, C, carries -0.09; number 11, C, carries -0.11; number 12, H, carries 0.09; number 13, H, carries 0.10; number 14, H, carries 0.07; number 15, H, carries 0.14; number 16, H, carries 0.10; number 17, H, carries 0.09; number 18, H, carries 0.08; number 19, H, carries 0.12; number 20, H, carries 0.12; number 21, H, carries 0.08; number 22, H, carries 0.09; number 23, H, carries 0.09; number 24, H, carries 0.13; number 25, H, carries 0.12; number 26, O, carries -0.26; number 27, N, carries 0.03; number 28, N, carries -0.17; number 29, O, carries -0.29; number 30, C, carries -0.17; number 31, C, carries -0.01; number 32, C, carries -0.05; number 33, C, carries -0.05; number 34, C, carries -0.05; number 35, C, carries -0.01; number 36, H, carries 0.11; number 37, H, carries 0.12; number 38, H, carries 0.12; number 39, H, carries 0.12; number 40, H, carries 0.12; number 41, O, carries -0.40; number 42, N, carries 0.00; number 43, C, carries -0.30; number 44, C, carries -0.15; number 45, N, carries 0.22; number 46, C, carries -0.15; number 47, N, carries 0.21